Computed, not measured: a single C24H27N3O7 molecule, with ωB97M-V with the def2-TZVPD basis set.

The maximum force is 0.0131 Eh/bohr. As for the net charge: 0. The relative energy (zero: lowest compared OMol25 entry of this formula, charge and spin) comes out at 0.0000 eV. As for the SMILES: CCOC(=O)c1ccc(NC(=O)C[C@@H]2C(=O)N(c3cccc(OC)c3)C(=O)N2CCOC)cc1. The value obtained for the HOMO-LUMO gap is 8.831 eV.

Each line ends with the Löwdin charge.
CARTESIAN COORDINATES (ANGSTROEM)
C -6.85769 -2.69025 0.85292  -0.064
C -6.18376 -1.70415 1.78815  -0.225
O -4.77236 -1.79993 1.60218  -0.015
C -4.02265 -0.97299 2.34284  -0.460
O -4.49285 -0.18453 3.12857  0.110
C -2.57506 -1.12710 2.07962  -0.142
C -1.69061 -0.26494 2.72592  -0.005
C -0.33972 -0.34718 2.47935  -0.004
C 0.15347 -1.29412 1.57992  -0.210
N 1.52598 -1.26975 1.31634  0.144
C 2.18306 -1.80936 0.24894  -0.450
O 1.74577 -2.67928 -0.46843  0.094
C 3.51790 -1.12439 -0.02277  -0.010
C 3.22330 0.12719 -0.88083  -0.152
C 2.23210 1.01422 -0.13598  -0.377
O 2.42484 1.54215 0.93557  0.095
N 1.08319 1.01650 -0.86787  0.151
C -0.16704 1.50666 -0.40795  -0.167
C -1.32710 0.80594 -0.69782  -0.018
C -2.52961 1.26379 -0.18505  -0.063
C -2.57705 2.38472 0.61488  0.000
C -1.40648 3.08884 0.90389  -0.265
O -1.54626 4.17885 1.70063  -0.078
C -0.39569 4.91181 2.04969  -0.083
C -0.19671 2.65218 0.37760  0.052
C 1.24749 0.30495 -2.08365  -0.430
O 0.42327 0.19547 -2.95132  0.123
N 2.51359 -0.16968 -2.09357  0.008
C 3.00013 -1.04711 -3.12765  -0.091
C 4.27289 -0.51525 -3.78008  -0.201
O 5.34264 -0.61849 -2.86479  -0.207
C 6.57250 -0.20954 -3.40656  -0.106
C -0.72317 -2.17531 0.95259  0.002
C -2.07810 -2.08493 1.20033  0.000
H -6.60397 -2.46104 -0.17859  0.077
H -7.93525 -2.63220 0.97561  0.077
H -6.52826 -3.70173 1.07497  0.077
H -6.41842 -1.92245 2.83638  0.129
H -6.49894 -0.67512 1.57987  0.128
H -2.08896 0.47116 3.40666  0.125
H 0.34505 0.33649 2.96034  0.119
H 2.02096 -0.56186 1.84536  0.131
H 4.00997 -0.81004 0.89706  0.130
H 4.17497 -1.78880 -0.58258  0.122
H 4.16590 0.64448 -1.08758  0.163
H -1.29268 -0.07626 -1.31336  0.114
H -3.43792 0.72527 -0.40637  0.114
H -3.50495 2.73598 1.03591  0.122
H 0.07530 5.36240 1.17010  0.097
H 0.33516 4.28798 2.57329  0.097
H -0.74102 5.70070 2.71595  0.093
H 0.72308 3.17280 0.58071  0.104
H 3.19002 -2.04076 -2.71098  0.131
H 2.20336 -1.11607 -3.87090  0.136
H 4.49044 -1.10852 -4.68040  0.128
H 4.13290 0.53366 -4.08425  0.135
H 6.54044 0.84188 -3.71808  0.091
H 7.31549 -0.33387 -2.62162  0.090
H 6.84844 -0.82334 -4.27214  0.090
H -0.33998 -2.90863 0.26283  0.104
H -2.76134 -2.75711 0.70620  0.121



Computed, not measured: a single C5H9N3 molecule at a distorted geometry, with ωB97M-V with the def2-TZVPD basis set.

The maximum force is 0.0448 Eh/bohr. As for the net charge: 0. The relative energy (zero: lowest compared OMol25 entry of this formula, charge and spin) comes out at 2.4945 eV. As for the SMILES: NN1C=N[C@H]2C[C@@H]1C2. The value obtained for the HOMO-LUMO gap is 9.545 eV.

Each line ends with the Löwdin charge.
CARTESIAN COORDINATES (ANGSTROEM)
N 2.35044 -0.29620 0.08364  0.066
N 1.06129 0.09233 -0.34295  -0.193
C 0.60383 1.37023 -0.11820  -0.219
N -0.61664 1.69334 0.12187  0.085
C -1.49545 0.49025 0.15679  -0.322
C -0.81929 -0.61301 1.05611  -0.075
C 0.00087 -0.87881 -0.23324  -0.283
C -1.23790 -0.40057 -1.03228  -0.097
H 2.98618 0.14164 -0.60962  0.096
H 2.57146 0.13995 0.99087  0.087
H 1.38232 2.11745 -0.22288  0.117
H -2.53288 0.83551 0.37737  0.132
H -1.46359 -1.46812 1.30178  0.109
H -0.26486 -0.23053 1.92930  0.110
H 0.45660 -1.88559 -0.35227  0.144
H -2.05126 -1.13408 -1.09160  0.117
H -0.93111 0.02621 -2.01469  0.125



Computed, not measured: a gas-phase ion, C3H9BrN (charge +1) at a distorted geometry, with ωB97M-V with the def2-TZVPD basis set.

The maximum force is 0.0801 Eh/bohr. As for the net charge: +1. The relative energy (zero: lowest compared OMol25 entry of this formula, charge and spin) comes out at 1.3379 eV. As for the SMILES: C[NH+](C)CBr. The value obtained for the HOMO-LUMO gap is 11.387 eV.

Each line ends with the Löwdin charge.
CARTESIAN COORDINATES (ANGSTROEM)
C 0.94158 -0.82468 -0.17797  0.002
N -0.30732 -0.04189 -0.41903  -0.236
C -0.07792 1.40843 -0.23614  -0.007
C -1.41179 -0.65962 0.51927  -0.452
Br -3.22461 0.00983 -0.01223  0.697
H 0.96654 -1.74369 -0.74874  0.108
H 1.80646 -0.26184 -0.54544  0.109
H 0.91484 -1.10970 0.90814  0.131
H -0.78699 -0.30178 -1.29302  0.162
H 0.24000 1.55818 0.81476  0.131
H 0.93154 1.64250 -0.75619  0.136
H -0.81492 1.99296 -0.69199  0.075
H -1.42379 -1.74098 0.28419  0.093
H -1.44549 -0.50091 1.54782  0.050



Computed, not measured: a single C23H31NO5 molecule, with ωB97M-V with the def2-TZVPD basis set.

The maximum force is 0.0180 Eh/bohr. As for the net charge: 0. The relative energy (zero: lowest compared OMol25 entry of this formula, charge and spin) comes out at 1.0773 eV. As for the SMILES: CCOc1ccc(CCNC(=O)C2=C(C)C(=O)OC23CCCCC3)cc1OCC. The value obtained for the HOMO-LUMO gap is 8.413 eV.

Each line ends with the Löwdin charge.
CARTESIAN COORDINATES (ANGSTROEM)
C 6.64504 2.95765 0.18788  -0.061
C 6.98345 1.92223 -0.88094  -0.239
O 6.55182 0.62076 -0.54261  -0.078
C 5.21796 0.30228 -0.58622  -0.191
C 4.24706 1.11403 -1.16126  -0.013
C 2.92392 0.72064 -1.24034  -0.039
C 2.52667 -0.50895 -0.74170  -0.246
C 1.08820 -0.93570 -0.79802  -0.134
C 0.30518 -0.32099 0.37211  -0.158
N -1.08504 -0.70734 0.34337  0.083
C -2.06927 0.14082 -0.02586  -0.420
O -1.87395 1.31763 -0.26890  0.076
C -3.41897 -0.47644 -0.06982  -0.004
C -3.78773 -1.74064 -0.32656  -0.101
C -3.03275 -2.96889 -0.68674  -0.020
C -5.27407 -1.79752 -0.22414  -0.431
O -5.97767 -2.75799 -0.38428  0.134
O -5.72719 -0.57922 0.09327  0.100
C -4.65266 0.36324 0.15888  -0.386
C -4.83744 1.41048 -0.95063  -0.093
C -6.10182 2.22815 -0.71330  -0.183
C -6.04818 2.91216 0.64798  -0.197
C -5.90482 1.86484 1.74652  -0.183
C -4.63928 1.04102 1.53470  -0.092
C 3.48302 -1.31142 -0.14283  0.046
C 4.81933 -0.93725 -0.04765  -0.192
O 5.62543 -1.87939 0.52401  -0.038
C 6.80094 -1.51215 1.22429  -0.236
C 6.50876 -0.63110 2.43396  -0.056
H 7.02923 3.92923 -0.11022  0.078
H 7.09979 2.67520 1.13454  0.076
H 5.56939 3.03198 0.32996  0.070
H 8.06930 1.82433 -0.97050  0.126
H 6.58744 2.22356 -1.85822  0.115
H 4.52126 2.06936 -1.57910  0.106
H 2.20250 1.37685 -1.70295  0.117
H 0.63438 -0.60170 -1.73302  0.122
H 1.02000 -2.02437 -0.74598  0.114
H 0.33450 0.76840 0.30550  0.123
H 0.75080 -0.63444 1.32069  0.131
H -1.30464 -1.67260 0.52332  0.123
H -2.69598 -3.49226 0.20970  0.095
H -3.70668 -3.64013 -1.21706  0.089
H -2.17299 -2.74302 -1.31467  0.085
H -3.95617 2.05220 -0.95159  0.117
H -4.89499 0.89446 -1.91168  0.134
H -6.96824 1.56550 -0.75239  0.117
H -6.20183 2.97051 -1.50705  0.112
H -6.95635 3.49588 0.80759  0.109
H -5.19552 3.59428 0.68008  0.117
H -5.86190 2.34478 2.72599  0.112
H -6.76884 1.19853 1.72842  0.117
H -3.75810 1.68283 1.57900  0.128
H -4.55404 0.27332 2.30749  0.132
H 3.21635 -2.27430 0.26575  0.129
H 7.51685 -1.02161 0.55924  0.111
H 7.21605 -2.47091 1.54865  0.123
H 5.79102 -1.11935 3.08956  0.080
H 6.09517 0.32307 2.11693  0.063
H 7.42713 -0.45036 2.98579  0.078



Computed, not measured: 2 unconnected molecules or ions with the total composition C5H10N2 at a distorted geometry, with ωB97M-V with the def2-TZVPD basis set.

The maximum force is 0.0641 Eh/bohr. As for the net charge: 0. The relative energy (zero: lowest compared OMol25 entry of this formula, charge and spin) comes out at 5.2936 eV. The value obtained for the HOMO-LUMO gap is 9.139 eV.

Each line ends with the Löwdin charge.
CARTESIAN COORDINATES (ANGSTROEM)
C 0.30796 -0.63732 -0.26336  -0.036
C 2.49026 1.03636 0.51290  -0.105
C 1.97052 0.90031 1.72375  -0.094
C -2.26974 -1.43561 -0.84274  -0.113
N -0.99052 -0.88433 -1.26646  -0.091
C -0.40609 0.50305 -0.33021  -0.363
N -0.81519 1.56943 0.16904  0.134
H -0.62588 -1.29335 -2.12080  0.110
H 0.47104 -1.23746 0.62048  0.074
H -1.18567 2.24777 -0.48754  0.059
H 2.86329 0.25228 -0.12498  0.041
H 2.65995 2.00448 0.04942  0.054
H 1.68166 1.73914 2.34596  0.052
H 1.75879 -0.04337 2.18776  0.038
H -2.63563 -0.93428 0.05178  0.082
H -2.24749 -2.51486 -0.61778  0.082
H -3.02727 -1.27225 -1.60723  0.076



Computed, not measured: a molecular structure, C3H11N5 at a distorted geometry, with ωB97M-V with the def2-TZVPD basis set.

The maximum force is 0.0690 Eh/bohr. As for the net charge: 0. The relative energy (zero: lowest compared OMol25 entry of this formula, charge and spin) comes out at 6.5727 eV. The value obtained for the HOMO-LUMO gap is 7.657 eV.

Each line ends with the Löwdin charge.
CARTESIAN COORDINATES (ANGSTROEM)
N 1.04170 -0.23883 0.65794  -0.144
N 2.35398 -0.76462 0.49326  0.048
C -0.15195 -1.12421 0.60528  -0.239
C -1.27193 -1.11955 1.37619  -0.035
H 0.96884 0.49337 1.36458  0.137
H 2.94750 -0.05056 0.07164  0.076
H 2.30324 -1.51999 -0.18818  0.088
H 0.33013 -2.07857 0.82195  0.098
H -1.96659 -0.28643 1.41141  0.033
H -1.65089 -2.00848 1.86116  0.038
N -1.72360 0.23900 -1.24850  -0.085
N 0.04861 2.03883 -0.25038  0.076
C 0.47897 0.82025 -0.79053  -0.343
N -0.39720 -0.15858 -1.24335  -0.164
H -2.32435 -0.55925 -0.99479  0.070
H -2.11003 0.58795 -2.11777  0.064
H -0.94545 1.98771 -0.02613  0.083
H 0.66449 2.81958 -0.43234  0.087
H 1.40453 0.92240 -1.37144  0.112



Computed, not measured: a single C4H8O2 molecule, with ωB97M-V with the def2-TZVPD basis set.

The maximum force is 0.0136 Eh/bohr. As for the net charge: 0. The relative energy (zero: lowest compared OMol25 entry of this formula, charge and spin) comes out at 0.6124 eV. As for the SMILES: CCOC(C)=O. The value obtained for the HOMO-LUMO gap is 11.358 eV.

Each line ends with the Löwdin charge.
CARTESIAN COORDINATES (ANGSTROEM)
C 0.52872 -2.20502 0.65650  -0.072
C 0.41672 -0.99784 -0.24522  -0.232
O -0.51059 -0.02796 0.29103  -0.019
C -0.66561 1.01347 -0.56267  -0.539
C -0.61931 2.39011 0.05229  0.017
O -0.67589 0.88193 -1.76074  0.096
H 0.64290 -1.90177 1.70062  0.078
H -0.33451 -2.87261 0.57461  0.078
H 1.42433 -2.77231 0.37260  0.081
H 1.38023 -0.47697 -0.29111  0.128
H 0.13198 -1.26621 -1.26429  0.118
H -1.49142 2.98710 -0.22724  0.089
H 0.24563 2.86525 -0.42720  0.095
H -0.47319 2.38284 1.13081  0.080



Computed, not measured: 4 unconnected molecules or ions with the total composition C8H23BO9S3 at a distorted geometry, with ωB97M-V with the def2-TZVPD basis set.

The maximum force is 0.0759 Eh/bohr. As for the net charge: 0. The value obtained for the HOMO-LUMO gap is 8.986 eV.

Each line ends with the Löwdin charge.
CARTESIAN COORDINATES (ANGSTROEM)
O -0.09281 1.32657 0.22822  0.102
C -0.97674 0.50067 0.47526  -0.466
O -2.15419 0.99079 1.11903  0.035
O -0.96866 -0.85696 0.14513  0.023
C 0.36369 -1.34314 -0.18418  -0.138
O 0.43081 -2.72955 0.28923  0.066
B -0.14537 -2.71240 1.62128  -0.601
O 0.30683 -1.78041 2.63481  0.112
O -1.22932 -3.65195 1.86580  0.102
H -2.87059 0.75627 0.46088  0.082
H 1.21114 -0.80009 0.33308  0.150
H 0.46152 -1.40073 -1.32180  0.100
H -0.45892 -1.56747 3.21455  0.118
H -2.02194 -3.09509 2.04717  0.107
C -5.66272 3.14060 -1.41535  -0.266
S -5.04446 2.93578 0.26770  0.854
O -4.64237 1.50443 0.42605  -0.551
C -6.64304 3.13885 1.07937  -0.265
H -4.82940 3.01274 -2.10669  0.052
H -6.42663 2.38997 -1.62520  0.059
H -6.07811 4.14274 -1.53085  0.054
H -7.34500 2.38806 0.71258  0.059
H -7.02644 4.14099 0.88165  0.054
H -6.50338 3.01044 2.15297  0.053
C 2.62384 -0.16034 -4.68297  -0.265
S 1.63031 -1.53223 -4.06076  0.862
O 1.63763 -1.44893 -2.56638  -0.553
C 2.78919 -2.83181 -4.53457  -0.264
H 2.10435 0.77148 -4.45804  0.052
H 3.60056 -0.15763 -4.19631  0.060
H 2.74187 -0.25724 -5.76322  0.053
H 3.75545 -2.66090 -4.05715  0.060
H 2.90197 -2.84094 -5.61985  0.053
H 2.38652 -3.78982 -4.20482  0.053
C 3.47252 -0.57118 4.11399  -0.267
S 5.00743 -0.54255 3.16582  0.802
O 6.10302 -0.13850 4.09731  -0.566
C 4.58086 0.90283 2.17159  -0.270
H 3.52888 -1.38407 4.83840  0.052
H 3.34287 0.37556 4.64139  0.058
H 2.63112 -0.74486 3.44056  0.033
H 4.38135 1.75613 2.82198  0.058
H 3.70263 0.68038 1.56290  0.046
H 5.42368 1.13350 1.51948  0.048



| no. | LUMO level (eV) |
| --- | --- |
| 1 | 0.53 |
| 2 | 0.96 |
| 3 | -3.53 |
| 4 | 0.22 |
| 5 | 0.94 |
| 6 | 0.86 |
| 7 | 0.99 |
| 8 | 0.46 |